No. 1
Formula: C3H7FS
Source: OMol25
Level of theory: ωB97M-V with the def2-TZVPD basis set

The SMILES is C=C(C)F.S. The value obtained for the gap between HOMO and LUMO is 0.375 Eh. The lowest unoccupied orbital energy comes out at 0.03119 hartree. Its HOMO energy is -9.4 eV.

The geometry in ORCA input format:
```
! RIJCOSX wB97M-V def2-TZVPD def2/J DEFGRID3
* xyz 0 1
C 0.330 -1.412 0.340
C -0.481 -0.448 0.661
C -1.512 0.034 -0.388
F -0.283 0.242 1.840
H 0.949 -1.640 1.188
H 0.352 -2.096 -0.545
H -0.962 0.453 -1.215
H -2.103 -0.712 -0.772
H -2.200 0.707 0.167
S 2.228 1.154 -0.600
H 2.063 2.403 -1.164
H 1.618 1.316 0.488
*
```

natural (NBO) population analysis, charges in e, atoms 1 to 8: C -0.512; C 0.419; C -0.683; F -0.348; H 0.209; H 0.231; H 0.236; H 0.225



No. 2
Formula: C4H4Cl4
Source: OMol25
Level of theory: ωB97M-V with the def2-TZVPD basis set

The value obtained for the gap between HOMO and LUMO (alpha / beta) is 0.285 / 0.321 Eh. The lowest unoccupied orbital energy (alpha / beta) comes out at 0.02131 / -0.07093 hartree. Its HOMO energy (alpha / beta) is -7.2 / -10.7 eV. As for the expectation value of S²: 2.01.

The geometry in ORCA input format:
```
! RIJCOSX wB97M-V def2-TZVPD def2/J DEFGRID3
* xyz 0 3
C 2.138 -0.380 0.295
C 0.953 0.693 -0.033
C -0.515 0.353 0.136
C 3.585 -0.058 0.125
Cl 1.522 2.305 -0.341
Cl 4.301 0.893 1.433
Cl 4.076 0.520 -1.491
Cl 4.285 -1.773 0.091
H 1.846 -1.421 0.602
H -0.763 -0.264 0.939
H -1.111 1.188 0.229
H -0.867 -0.235 -0.712
*
```

natural (NBO) population analysis, charges in e, atoms 1 to 8: C -0.142; C -0.023; C -0.678; C -0.157; Cl 0.037; Cl 0.053; Cl 0.029; Cl -0.036